1.
{"formula": "C6H6", "method": "ωB97M-V/def2-TZVPD", "e_homo_ev": -10.03, "charge": 0, "species": ["C", "C", "C", "C", "C", "C", "H", "H", "H", "H", "H", "H"], "positions_angstrom": [[0.818, 1.200, -0.496], [0.257, 0.122, 0.451], [-1.210, 0.239, 0.435], [-2.395, 0.382, 0.293], [0.633, -1.269, 0.129], [0.859, -2.437, -0.057], [0.413, 1.071, -1.503], [0.496, 2.180, -0.128], [1.910, 1.176, -0.536], [0.631, 0.328, 1.464], [-3.448, 0.487, 0.163], [1.036, -3.479, -0.217]]}


2.
{"formula": "C3H4O3", "method": "ωB97M-V/def2-TZVPD", "e_homo_ev": -9.27, "charge": 0, "species": ["C", "C", "C", "O", "O", "O", "H", "H", "H", "H"], "positions_angstrom": [[-0.424, 1.924, -0.848], [-0.394, -0.792, 1.057], [0.696, -0.713, 0.259], [-0.087, 2.527, 0.045], [-0.669, 1.345, -1.825], [0.895, -1.007, -1.034], [-0.354, -0.541, 2.136], [-1.278, -1.167, 0.799], [1.460, 0.032, 0.609], [0.155, -1.609, -1.198]]}


3.
{"formula": "C31H63O16PS6", "method": "ωB97M-V/def2-TZVPD", "e_homo_ev": -9.42, "charge": 0, "species": ["C", "O", "C", "C", "C", "C", "C", "C", "C", "C", "C", "O", "P", "O", "C", "O", "S", "O", "O", "H", "H", "H", "H", "H", "H", "H", "H", "H", "H", "H", "H", "H", "H", "H", "H", "H", "H", "H", "H", "H", "H", "H", "C", "C", "C", "S", "O", "O", "C", "H", "H", "H", "H", "H", "H", "H", "H", "C", "C", "C", "S", "O", "O", "C", "H", "H", "H", "H", "H", "H", "H", "H", "C", "C", "C", "S", "O", "O", "C", "H", "H", "H", "H", "H", "H", "H", "H", "C", "C", "C", "S", "O", "O", "C", "H", "H", "H", "H", "H", "H", "H", "H", "C", "C", "C", "S", "O", "O", "C", "H", "H", "H", "H", "H", "H", "H", "H"], "positions_angstrom": [[4.521, 4.245, 2.596], [5.146, 2.993, 2.911], [5.464, 2.367, 1.666], [5.457, 0.821, 1.740], [4.021, 0.214, 1.744], [3.324, 0.218, 3.144], [2.428, 1.469, 3.422], [1.423, 1.797, 2.249], [0.342, 2.786, 2.842], [-0.071, 3.940, 1.862], [-0.687, 3.536, 0.478], [-1.253, 4.735, -0.083], [0.587, 2.955, -0.803], [0.359, 3.560, -2.178], [-1.864, 2.511, 0.515], [-1.313, 1.254, 0.948], [-1.671, 1.134, 2.572], [-1.253, -0.252, 2.935], [-0.732, 2.114, 3.519], [3.611, 4.122, 1.975], [4.272, 4.790, 3.525], [5.257, 4.802, 1.965], [6.499, 2.693, 1.383], [4.811, 2.746, 0.842], [5.975, 0.461, 0.819], [6.052, 0.413, 2.588], [3.445, 0.707, 0.936], [4.122, -0.856, 1.444], [4.143, 0.261, 3.904], [2.785, -0.731, 3.360], [3.019, 2.355, 3.725], [1.779, 1.212, 4.296], [2.039, 2.306, 1.478], [0.994, 0.837, 1.910], [0.903, 3.305, 3.655], [0.848, 4.542, 1.653], [-0.780, 4.646, 2.356], [-0.517, 5.353, -0.146], [1.900, 3.291, -0.370], [0.515, 1.521, -0.833], [-2.213, 2.399, -0.536], [-2.689, 2.881, 1.157], [-0.881, -0.171, -4.970], [-0.830, -1.586, -4.389], [0.642, -2.021, -4.379], [1.609, -0.519, -4.237], [2.374, -0.341, -5.450], [2.228, -0.468, -2.929], [0.225, 0.606, -4.268], [-1.855, 0.293, -4.814], [-0.691, -0.203, -6.047], [-1.218, -1.572, -3.366], [-1.445, -2.280, -4.960], [0.867, -2.671, -3.535], [0.921, -2.514, -5.309], [0.503, 1.522, -4.785], [-0.044, 0.825, -3.235], [-2.457, -6.512, -3.514], [-2.283, -7.334, -4.796], [-2.213, -6.349, -5.967], [-1.547, -4.827, -5.298], [-2.570, -3.812, -5.382], [-0.213, -4.622, -5.814], [-1.437, -5.383, -3.605], [-2.304, -7.116, -2.620], [-3.468, -6.099, -3.473], [-1.353, -7.906, -4.738], [-3.097, -8.047, -4.931], [-1.559, -6.708, -6.760], [-3.202, -6.134, -6.370], [-1.649, -4.555, -2.928], [-0.424, -5.753, -3.442], [3.744, 9.232, -0.705], [4.912, 8.246, -0.800], [5.003, 7.512, 0.542], [3.344, 7.502, 1.221], [3.333, 8.297, 2.425], [2.819, 6.154, 1.192], [2.589, 8.449, -0.092], [3.478, 9.640, -1.680], [4.017, 10.066, -0.053], [4.717, 7.527, -1.600], [5.849, 8.750, -1.035], [5.346, 6.487, 0.420], [5.649, 8.037, 1.244], [1.805, 9.084, 0.315], [2.167, 7.744, -0.810], [-4.175, -0.941, 1.054], [-5.348, -1.927, 0.930], [-5.136, -2.723, -0.360], [-3.366, -2.758, -0.638], [-3.081, -2.014, -1.845], [-2.872, -4.106, -0.441], [-2.911, -1.749, 0.754], [-4.129, -0.484, 2.043], [-4.292, -0.141, 0.315], [-5.349, -2.598, 1.777], [-6.310, -1.411, 0.921], [-5.507, -3.744, -0.278], [-5.599, -2.227, -1.213], [-2.055, -1.129, 0.499], [-2.663, -2.407, 1.573], [-2.102, -6.050, 4.226], [-3.401, -6.512, 4.897], [-4.513, -5.558, 4.448], [-4.025, -4.949, 2.835], [-3.775, -3.535, 2.947], [-4.905, -5.501, 1.831], [-2.458, -5.797, 2.766], [-1.311, -6.794, 4.322], [-1.755, -5.125, 4.693], [-3.636, -7.530, 4.573], [-3.312, -6.528, 5.983], [-5.473, -6.064, 4.364], [-4.601, -4.703, 5.117], [-1.728, -5.181, 2.243], [-2.611, -6.734, 2.230]]}


4.
{"formula": "C20H34FO5Rb", "method": "ωB97M-V/def2-TZVPD", "e_homo_ev": -6.79, "charge": 0, "species": ["Rb", "C", "C", "O", "H", "H", "H", "H", "H", "C", "C", "O", "C", "H", "H", "H", "H", "H", "H", "C", "C", "O", "C", "H", "H", "H", "H", "H", "H", "C", "C", "O", "C", "H", "H", "H", "H", "H", "H", "C", "C", "O", "C", "H", "H", "H", "H", "H", "H", "F", "C", "C", "C", "C", "C", "C", "H", "H", "H", "H", "H"], "positions_angstrom": [[-3.410, -0.569, -3.730], [-1.900, 1.163, -0.180], [-1.092, -0.055, -0.601], [-1.180, -0.419, -1.921], [-1.795, 1.439, 0.874], [-2.968, 1.060, -0.416], [-1.609, 2.073, -0.722], [-1.241, -0.853, 0.144], [-0.048, 0.281, -0.413], [1.457, 4.319, -0.744], [2.542, 3.294, -0.542], [2.767, 2.456, -1.376], [3.338, 3.312, 0.742], [1.827, 5.303, -0.456], [0.654, 4.053, -0.049], [1.051, 4.237, -1.747], [3.996, 2.446, 0.768], [2.816, 3.464, 1.686], [4.027, 4.168, 0.693], [2.508, -1.204, -1.822], [3.421, -1.292, -0.637], [4.624, -1.212, -0.655], [2.705, -1.344, 0.713], [1.737, -1.961, -1.664], [3.002, -1.359, -2.780], [2.058, -0.210, -1.843], [1.675, -0.984, 0.634], [3.228, -0.660, 1.380], [2.652, -2.331, 1.173], [-1.271, -3.906, -2.356], [-0.371, -5.083, -2.470], [-0.466, -5.883, -3.371], [0.680, -5.343, -1.409], [-1.304, -3.506, -1.343], [-2.305, -4.120, -2.641], [-0.989, -3.067, -2.995], [0.701, -6.411, -1.201], [0.507, -4.832, -0.463], [1.634, -5.061, -1.859], [-4.168, 5.115, -2.130], [-4.391, 4.586, -0.716], [-4.286, 5.289, 0.265], [-4.987, 3.200, -0.599], [-5.128, 5.273, -2.626], [-3.539, 4.425, -2.691], [-3.710, 6.103, -2.085], [-6.064, 3.339, -0.486], [-4.546, 2.644, 0.220], [-4.869, 2.629, -1.528], [-1.439, -1.781, 2.691], [-0.225, -1.892, 3.272], [0.452, -0.731, 3.648], [1.693, -0.855, 4.237], [2.272, -2.128, 4.402], [1.623, -3.267, 3.943], [0.339, -3.135, 3.416], [0.031, 0.238, 3.413], [2.224, -0.045, 4.719], [3.201, -2.192, 4.951], [2.108, -4.214, 4.134], [-0.250, -4.005, 3.152]]}


5.
{"formula": "ClH3NPS", "method": "ωB97M-V/def2-TZVPD", "e_homo_ev": [-9.04, -7.53], "charge": 0, "species": ["N", "P", "S", "Cl", "H", "H", "H"], "positions_angstrom": [[0.625, -1.265, 0.255], [-0.857, -0.604, -0.086], [-0.384, 2.571, 1.118], [-0.978, -1.034, -1.951], [1.176, -2.014, -0.156], [1.050, -0.641, 0.884], [-0.632, 2.988, -0.063]]}


6.
{"formula": "C30H40IN6O2PdS2", "method": "ωB97M-V/def2-TZVPD", "e_homo_ev": -3.97, "charge": -1, "species": ["Pd", "C", "C", "N", "C", "C", "C", "O", "C", "C", "N", "C", "C", "C", "C", "C", "C", "I", "C", "O", "H", "H", "H", "H", "H", "H", "H", "H", "H", "H", "H", "H", "N", "C", "S", "N", "C", "C", "C", "C", "C", "C", "H", "H", "H", "H", "H", "H", "H", "H", "C", "C", "C", "C", "N", "C", "S", "N", "C", "C", "C", "C", "H", "H", "H", "H", "H", "H", "H", "H", "H", "H", "H", "H", "H", "H", "H", "H", "H", "H", "H", "H"], "positions_angstrom": [[0.016, 0.704, 1.356], [-3.899, -0.209, -0.890], [-3.652, 1.215, -0.494], [-4.665, 2.012, -0.311], [-4.428, 3.286, 0.102], [-3.180, 3.791, 0.326], [-3.052, 5.177, 0.891], [-2.690, 5.177, 2.276], [-2.040, 2.968, 0.087], [-0.723, 3.494, 0.306], [0.398, 2.869, 0.135], [1.580, 3.604, 0.322], [1.658, 4.990, 0.105], [2.826, 5.703, 0.308], [3.978, 5.050, 0.716], [3.949, 3.673, 0.870], [2.779, 2.958, 0.657], [2.928, 0.882, 0.759], [-2.258, 1.625, -0.345], [-1.343, 0.796, -0.614], [-4.952, -0.446, -0.753], [-3.272, -0.879, -0.298], [-3.624, -0.376, -1.937], [-5.304, 3.904, 0.270], [-4.014, 5.685, 0.825], [-2.330, 5.778, 0.326], [-2.142, 4.401, 2.443], [-0.698, 4.518, 0.686], [0.783, 5.510, -0.259], [2.832, 6.772, 0.134], [4.898, 5.595, 0.884], [4.848, 3.139, 1.149], [0.860, -1.265, 3.340], [-0.163, -0.275, 3.157], [0.175, 1.344, 3.660], [-1.404, -0.933, 3.209], [-2.710, -0.473, 3.124], [-3.727, -1.433, 3.207], [-5.058, -1.069, 3.125], [-5.416, 0.263, 2.959], [-4.411, 1.215, 2.872], [-3.072, 0.865, 2.947], [1.747, -0.778, 3.372], [0.858, -1.880, 2.524], [-1.313, -1.929, 3.314], [-3.457, -2.477, 3.329], [-5.821, -1.836, 3.184], [-6.457, 0.549, 2.880], [-4.662, 2.259, 2.723], [-2.299, 1.612, 2.866], [3.838, -5.566, -0.439], [4.851, -4.728, -1.213], [4.332, -3.375, -1.696], [3.915, -2.409, -0.584], [2.604, -2.672, -0.021], [1.410, -2.319, -0.565], [-0.019, -2.642, 0.261], [1.459, -1.696, -1.749], [0.284, -1.151, -2.436], [-0.470, -2.175, -3.277], [0.149, -2.510, -4.631], [1.527, -3.163, -4.564], [4.226, -6.568, -0.252], [2.900, -5.662, -0.990], [3.594, -5.128, 0.529], [5.190, -5.294, -2.084], [5.743, -4.567, -0.597], [3.482, -3.533, -2.367], [5.111, -2.891, -2.294], [3.955, -1.373, -0.938], [4.633, -2.460, 0.238], [2.518, -3.079, 0.892], [2.361, -1.499, -2.145], [0.641, -0.325, -3.057], [-0.372, -0.715, -1.688], [-1.475, -1.775, -3.440], [-0.601, -3.080, -2.677], [0.212, -1.596, -5.233], [-0.531, -3.176, -5.169], [2.295, -2.460, -4.233], [1.837, -3.538, -5.542], [1.529, -4.003, -3.863]]}


no.,strongest force on any atom (hartree/bohr)
1,0.01150
2,0.08126
3,0.07851
4,0.02979
5,0.06031
6,0.00990